Density functional theory data (the ωB97M-V functional and the def2-TZVPD basis) for a cluster of 2 separate species, C8H10N2O2 in total.

CARTESIAN COORDINATES (ANGSTROEM)
H: -2.108 -2.022 0.828
H: -1.696 -0.243 -1.970
C: 0.734 -0.118 0.093
H: 3.330 -1.736 1.047
N: -1.744 1.068 0.506
H: 1.016 -1.984 1.152
H: 2.757 2.306 -0.962
C: 2.841 -0.876 0.556
H: -2.229 -0.837 1.887
H: -3.229 0.232 -1.782
O: -1.678 1.284 1.740
C: 1.193 1.040 -0.454
C: 2.565 1.318 -0.481
C: 3.416 0.336 0.066
C: -2.550 -0.456 -1.332
H: 4.389 0.607 0.022
O: -1.571 1.951 -0.380
N: -2.457 -1.090 0.995
C: 1.495 -1.061 0.692
H: 0.623 1.864 -0.796
C: -2.161 -0.155 0.068
H: -2.934 -1.430 -1.495

Computed properties:
E_LUMO (spin up / spin down) (eV): -1.025 / -0.261
Charge: 0
Highest occupied orbital energy (spin up / spin down) (Ha): -0.3256 / -0.3009
Maximum force (eV/Å): 3.7
Calculated total energy (Eh): -570.5858
ΔE to the lowest compared entry with this formula, charge and spin (kcal per mole): 174.76

---

Density functional theory data (the ωB97M-V functional and the def2-TZVPD basis) for the molecule C4H7NO2Si.

CARTESIAN COORDINATES (ANGSTROEM)
H: -1.056 -3.003 -2.166
O: 2.343 -0.036 -1.259
H: -2.109 1.411 0.561
Si: -0.945 1.513 -0.225
C: 1.633 0.019 -0.320
O: 2.146 0.696 0.794
H: 1.646 0.374 1.548
H: -0.336 0.121 1.862
H: -0.226 2.651 0.516
C: -0.873 -2.098 -1.649
C: -0.468 -1.202 -0.951
N: 0.124 -0.625 1.295
C: 0.163 -0.236 -0.053
H: -0.421 -1.501 1.422
H: -1.621 1.916 -1.375

Computed properties:
E_LUMO (eV): 0.519
Charge: 0
Highest occupied orbital energy (Ha): -0.3567
Maximum force (eV/Å): 4.1
Calculated total energy (Eh): -651.2233
SMILES: C#C[C@](N)([SiH3])C(=O)O
ΔE to the lowest compared entry with this formula, charge and spin (kcal per mole): 39.33

---

Density functional theory data (the ωB97M-V functional and the def2-TZVPD basis) for a structure of composition C13H22F6HfN5O4S2Se.

CARTESIAN COORDINATES (ANGSTROEM)
H: -2.163 2.045 -1.217
H: 0.327 0.549 -4.009
H: 3.314 3.039 4.971
S: -1.648 -0.531 2.046
N: -1.719 2.375 -3.642
H: 0.795 4.078 2.681
H: 4.216 0.071 0.768
H: 2.842 -0.823 1.478
F: 1.123 -3.089 0.817
C: -2.220 1.719 -5.998
C: 0.413 1.261 -3.189
N: 3.336 0.978 2.449
N: -2.100 -1.784 1.280
C: 3.229 2.463 4.066
C: -0.065 -3.653 0.708
H: -2.923 3.525 -2.359
F: -3.951 -0.517 3.275
F: -2.347 -1.507 4.347
C: 1.854 4.220 2.884
C: -2.712 -0.475 3.652
H: -1.891 1.875 -7.024
O: -1.950 0.742 1.228
N: 2.521 2.916 2.980
S: -1.254 -2.312 0.021
H: -3.269 2.005 -5.948
F: -0.522 -4.012 1.877
H: 4.405 -0.797 2.300
H: 1.975 4.734 3.832
H: -3.362 3.566 -4.044
H: -0.304 2.335 -5.201
Se: 1.955 2.265 0.228
C: 2.597 2.001 2.003
O: -2.052 -2.810 -1.025
C: -0.926 1.810 -2.787
F: -0.063 -4.625 -0.148
H: 2.314 4.809 2.094
O: -0.312 -1.164 -0.383
H: -2.132 0.655 -5.773
C: -4.092 1.805 -3.043
F: -2.390 0.658 4.215
H: -1.482 3.624 -5.278
C: 3.749 1.256 3.728
H: 0.876 0.717 -2.355
N: -1.240 1.691 -1.463
C: -3.051 2.898 -3.244
H: -4.233 1.227 -3.954
C: -1.357 2.560 -5.075
H: 4.371 0.579 4.288
H: -3.838 1.107 -2.243
O: -0.196 -0.388 2.280
H: -5.045 2.266 -2.787
C: 3.719 -0.214 1.693
Hf: -0.200 0.829 0.107
H: 1.098 2.053 -3.494

Computed properties:
E_LUMO (eV): -10.268
Charge: +3
Highest occupied orbital energy (Ha): -0.6629
Maximum force (eV/Å): 0.5
Calculated total energy (Eh): -4927.4130
ΔE to the lowest compared entry with this formula, charge and spin (kcal per mole): 5.89

---

Density functional theory data (the ωB97M-V functional and the def2-TZVPD basis) for a cluster of 2 separate species, C32H25NO6 in total.

CARTESIAN COORDINATES (ANGSTROEM)
C: 1.133 3.225 -1.663
H: -1.908 -0.902 4.891
H: -4.261 -0.822 4.862
H: 1.568 4.047 -1.097
C: -4.253 0.068 4.221
H: -1.785 0.878 4.835
C: 0.869 -0.318 1.263
H: 1.872 0.987 -4.120
H: -6.525 1.187 -2.159
C: 1.554 0.874 1.549
C: -1.795 -0.036 4.219
H: -0.732 3.323 -0.603
C: -3.023 0.021 3.316
C: -0.766 1.753 -2.090
H: -6.809 3.616 -1.536
H: 2.925 2.836 -2.806
C: -2.072 1.208 -1.712
H: -2.003 -3.163 -3.510
C: -0.176 2.836 -1.395
C: 1.280 -1.538 1.833
H: -0.853 -0.122 3.663
H: -0.759 -1.271 -2.473
C: -4.663 -1.087 -2.903
C: -3.966 -0.061 -2.278
C: -2.055 1.232 1.503
H: -4.465 -3.017 -3.858
N: 4.383 -0.395 3.534
C: -3.938 -2.191 -3.379
C: -2.545 -2.274 -3.187
H: -5.751 -1.016 -2.999
C: -2.534 -0.088 -2.182
O: -3.149 -1.158 2.475
O: 4.994 0.693 3.659
C: -4.414 1.242 -1.805
H: -0.183 0.666 -0.274
C: 2.441 -1.571 2.605
H: -0.443 -1.147 -0.260
C: 2.706 0.846 2.320
H: -0.500 0.451 -3.817
C: -3.415 3.366 -1.151
H: -5.150 0.093 3.598
C: -2.424 -1.198 1.311
O: -1.637 2.321 1.134
C: 3.170 -0.388 2.795
H: -2.554 3.975 -0.911
C: 1.300 1.523 -3.367
C: -1.838 -1.221 -2.597
C: -3.255 2.017 -1.451
C: -4.696 3.924 -1.172
C: 1.881 2.566 -2.639
O: -3.040 1.198 2.472
H: -4.199 0.972 4.835
C: -0.025 1.173 -3.153
O: 4.800 -1.464 4.029
H: 3.235 1.757 2.572
C: -0.350 -0.228 0.335
H: 2.791 -2.487 3.070
C: -5.820 3.159 -1.531
C: -5.680 1.806 -1.859
O: -2.479 -2.195 0.611
H: -4.819 4.979 -0.929
H: 1.139 1.824 1.189
H: 0.666 -2.436 1.680
C: -1.634 -0.028 0.982

Computed properties:
E_LUMO (eV): -2.845
Charge: 0
Highest occupied orbital energy (Ha): -0.2725
Maximum force (eV/Å): 3.3
Calculated total energy (Eh): -1740.4777
ΔE to the lowest compared entry with this formula, charge and spin (kcal per mole): 31.99

---

Density functional theory data (the ωB97M-V functional and the def2-TZVPD basis) for a cluster of 2 separate species, H2N2O3S in total.

CARTESIAN COORDINATES (ANGSTROEM)
O: 0.708 -1.965 0.750
H: -0.182 0.665 1.203
S: 1.403 -1.292 -0.314
H: -1.283 1.624 0.190
N: -0.662 -0.007 -0.613
N: -0.747 0.740 0.357
O: -1.290 0.289 -1.671
O: 2.054 -0.054 0.099

Computed properties:
E_LUMO (eV): -0.812
Charge: 0
Highest occupied orbital energy (Ha): -0.3690
Maximum force (eV/Å): 5.7
Calculated total energy (Eh): -734.5217
ΔE to the lowest compared entry with this formula, charge and spin (kcal per mole): 12.34

---

Density functional theory data (the ωB97M-V functional and the def2-TZVPD basis) for the molecule C4H6O2.

CARTESIAN COORDINATES (ANGSTROEM)
H: -1.647 1.570 0.135
O: -2.023 0.679 0.172
O: -0.215 -0.113 1.399
C: 1.105 -0.190 1.061
H: 1.783 -0.221 1.907
H: -0.128 -0.799 -1.766
H: -0.059 0.927 -1.434
C: 1.358 -0.206 -0.245
C: -0.979 -0.227 0.178
H: 2.336 -0.234 -0.704
H: -1.449 -1.216 0.189
C: 0.044 -0.067 -0.971

Computed properties:
E_LUMO (eV): 0.964
Charge: 0
Highest occupied orbital energy (Ha): -0.3204
Maximum force (eV/Å): 0.3
Calculated total energy (Eh): -306.4644
SMILES: O[C@H]1CC=CO1
ΔE to the lowest compared entry with this formula, charge and spin (kcal per mole): 26.30

---

The highest ΔE to the lowest compared entry with this formula, charge and spin belongs to which entry?
C8H10N2O2

---

Copy entry 6 word for word.
Density functional theory data (the ωB97M-V functional and the def2-TZVPD basis) for the molecule C4H6O2.

CARTESIAN COORDINATES (ANGSTROEM)
H: -1.647 1.570 0.135
O: -2.023 0.679 0.172
O: -0.215 -0.113 1.399
C: 1.105 -0.190 1.061
H: 1.783 -0.221 1.907
H: -0.128 -0.799 -1.766
H: -0.059 0.927 -1.434
C: 1.358 -0.206 -0.245
C: -0.979 -0.227 0.178
H: 2.336 -0.234 -0.704
H: -1.449 -1.216 0.189
C: 0.044 -0.067 -0.971

Computed properties:
E_LUMO (eV): 0.964
Charge: 0
Highest occupied orbital energy (Ha): -0.3204
Maximum force (eV/Å): 0.3
Calculated total energy (Eh): -306.4644
SMILES: O[C@H]1CC=CO1
ΔE to the lowest compared entry with this formula, charge and spin (kcal per mole): 26.30

---

Among the records above, which one has the lowest ΔE to the lowest compared entry with this formula, charge and spin?
C13H22F6HfN5O4S2Se